C13H18O4S in the gas phase, computed with the ωB97M-V functional and the def2-TZVPD basis.

Each line ends with the Löwdin charge.
Element x y z (Å)
O1 0.0697 2.8956 1.3355  0.106
C1 0.9919 2.9111 2.1058  -0.546
O2 2.2661 2.8578 1.7105  0.113
C2 0.8770 3.0006 3.6070  -0.097
C3 0.2675 1.7244 4.1981  -0.159
C4 1.1090 0.4725 3.8969  -0.075
C5 0.6100 -0.2249 2.6480  -0.503
O3 -0.3337 -0.9698 2.6240  0.121
O4 1.3497 0.0791 1.5798  -0.011
C6 0.9773 -0.5273 0.3382  -0.152
C7 -0.2987 0.0801 -0.2431  -0.171
C8 -0.4911 -0.2692 -1.7155  -0.202
C9 -0.7333 -1.7668 -1.9471  -0.216
C10 -1.0249 -2.0451 -3.3809  -0.546
C11 -2.2119 -2.3584 -3.9633  -0.140
C12 -2.1226 -2.5206 -5.3660  -0.196
C13 -0.8666 -2.3231 -5.8333  -0.426
S1 0.2359 -1.9364 -4.5699  1.020
H1 2.3250 2.7478 0.7485  0.135
H2 1.8700 3.1727 4.0224  0.122
H3 0.2294 3.8454 3.8480  0.129
H4 -0.7417 1.5857 3.8064  0.125
H5 0.1936 1.8569 5.2783  0.114
H6 1.0072 -0.2383 4.7177  0.126
H7 2.1582 0.7387 3.7719  0.124
H8 0.8512 -1.6014 0.5064  0.127
H9 1.8306 -0.3536 -0.3220  0.134
H10 -1.1529 -0.2725 0.3367  0.118
H11 -0.2491 1.1649 -0.1312  0.099
H12 0.3848 0.0424 -2.2899  0.105
H13 -1.3520 0.2855 -2.0941  0.122
H14 -1.5806 -2.0954 -1.3421  0.126
H15 0.1496 -2.3304 -1.6386  0.109
H16 -3.1262 -2.4763 -3.4093  0.109
H17 -2.9597 -2.7730 -5.9921  0.099
H18 -0.5087 -2.3786 -6.8419  0.056

Calculated total energy: -1205.34596 a.u.
Net charge: 0
SMILES string: O=C(O)CCCC(=O)OCCCCc1cccs1
HOMO level: -0.31697 hartree
Frontier orbital gap: 9.22 eV
ΔE to the lowest compared entry with this formula, charge and spin: 11.5 kJ/mol